The following is a DFT calculation (ωB97M-V/def2-TZVPD) of a cluster of 2 separate species, C23H31F8N3O5S in total in a non-equilibrium geometry.

For the HOMO-LUMO gap, the calculation gives 6.523 eV. The molar mass comes out at 613.6 g/mol. Its SMILES is COCCC[C@@H](OC#N)OC[C@@H](CCCCn1cccc1)OCN=C=S.FC(F)C(F)(F)COC(F)(F)C(F)F. The value obtained for the energy above the lowest of the compared OMol25 structures with the same formula, charge and spin is 14.959 eV. The lowest unoccupied orbital energy is -1.3 eV. Its electronic energy is -71618.359 eV.

Last column: Mulliken charge in e.
Element x y z (Å)
C1 -7.1007 -1.6924 -4.6490  -0.577
O1 -6.3047 -2.5928 -3.7766  -0.342
C2 -4.8943 -2.5161 -4.2601  -0.385
C3 -3.9415 -1.9284 -3.0371  -0.435
C4 -2.4252 -2.6273 -3.0146  -0.645
C5 -2.1973 -3.5740 -1.6571  0.246
O2 -3.1283 -4.7145 -1.6248  -0.264
C6 -2.9139 -5.6239 -2.7774  0.415
N1 -3.0191 -6.2422 -3.9228  -0.474
O3 -0.7817 -3.9252 -1.4336  -0.408
C7 -0.5713 -4.4939 -0.0812  -0.669
C8 0.2374 -3.4282 0.9021  0.309
C9 1.7961 -3.8849 1.1253  -1.037
C10 2.8848 -3.0120 0.2105  -0.214
C11 4.3684 -3.3800 0.8121  -0.397
C12 5.4882 -2.1916 0.6694  -0.592
N2 5.1714 -1.1277 -0.3577  0.201
C13 5.1781 0.2765 0.2071  -0.136
C14 4.8648 1.4155 -0.9308  -0.505
C15 4.6952 0.4092 -2.2377  -0.361
C16 4.8884 -1.1870 -1.8430  -0.342
O4 0.0523 -2.0464 0.4316  -0.455
C17 -0.6587 -1.2709 1.4991  -0.210
N3 -0.8476 0.1902 1.0522  -0.403
C18 -1.3586 0.8533 2.1731  0.328
S1 -1.7578 1.9464 3.4593  -0.175
H1 -8.2286 -1.7008 -4.2690  0.210
H2 -6.6400 -0.5934 -4.5785  0.261
H3 -7.0982 -2.0240 -5.7830  0.244
H4 -4.7766 -1.8390 -5.2233  0.334
H5 -4.5563 -3.6261 -4.4532  0.180
H6 -4.4662 -2.2444 -2.0189  0.265
H7 -3.8101 -0.7513 -3.0821  0.279
H8 -1.6330 -1.7391 -2.9896  0.345
H9 -2.2308 -3.2144 -4.0141  0.402
H10 -2.5058 -2.8670 -0.7479  0.125
H11 0.0189 -5.5001 -0.2328  0.328
H12 -1.5707 -4.7758 0.4754  0.270
H13 -0.2805 -3.4824 1.9763  0.434
H14 2.0715 -3.8548 2.2865  0.406
H15 1.8821 -5.0215 0.8084  0.235
H16 2.8326 -3.5150 -0.8710  0.158
H17 2.6431 -1.8669 0.1744  0.261
H18 4.7835 -4.3978 0.3954  0.317
H19 4.2121 -3.5568 1.9823  0.234
H20 6.4941 -2.7184 0.3228  0.193
H21 5.6766 -1.6570 1.6967  0.276
H22 5.3944 0.6274 1.3032  0.229
H23 4.8233 2.5835 -0.8505  0.300
H24 4.4891 0.8531 -3.3038  0.271
H25 4.8546 -2.1548 -2.5004  0.306
H26 -0.0324 -1.2512 2.5018  0.388
H27 -1.7226 -1.7835 1.6505  0.331
F1 0.1224 7.9444 4.1022  -0.208
C19 0.2302 6.8550 4.8971  0.112
F2 1.2076 7.1419 5.7991  -0.281
C20 0.5712 5.5915 4.1173  0.821
F3 1.8010 5.6769 3.5427  -0.281
F4 0.6542 4.5514 5.0107  -0.330
C21 -0.4557 5.1895 3.0475  -0.149
O5 -0.1730 5.6060 1.7075  -0.429
C22 -0.5568 6.9434 1.3901  0.732
F5 -1.3616 7.4171 2.3717  -0.272
F6 -1.3402 6.8506 0.2807  -0.292
C23 0.6405 7.8579 1.1003  0.214
F7 1.5171 7.8852 2.1356  -0.205
F8 0.2385 9.1420 0.8999  -0.257
H28 -0.7046 6.7387 5.4529  0.281
H29 -0.4369 4.0939 2.9969  -0.118
H30 -1.4840 5.4307 3.3424  0.375
H31 1.1819 7.5242 0.2115  0.235

The following is a DFT calculation (ωB97M-V/def2-TZVPD) of a structure of composition C23H31N3O3S in a non-equilibrium geometry.

For the HOMO-LUMO gap, the calculation gives 8.514 eV. The molar mass comes out at 429.6 g/mol. The value obtained for the energy above the lowest of the compared OMol25 structures with the same formula, charge and spin is 21.098 eV. The lowest unoccupied orbital energy is 0.5 eV. Its electronic energy is -45782.950 eV.

Last column: natural (NBO) charge in e.
Element x y z (Å)
C1 0.8084 3.2066 -3.0008  -0.670
C2 1.1485 2.1333 -2.0800  0.194
N1 2.1928 1.4182 -2.1725  -0.268
N2 2.0223 0.4675 -1.1243  -0.236
C3 0.8967 0.5918 -0.5018  0.341
C4 0.1536 1.7401 -0.8997  -0.152
C5 -1.1545 2.2692 -0.2779  -0.361
C6 -2.1321 1.3504 -0.3342  -0.210
C7 -2.2126 0.2431 -1.1350  -0.122
C8 -3.0602 -0.8285 -0.8669  -0.319
C9 -4.0880 -0.4914 0.1900  0.378
C10 -4.0976 0.5373 0.8894  -0.370
C11 -3.0339 1.2485 0.6894  -0.037
H1 -3.0293 2.3761 1.4941  0.180
H2 -4.7295 0.4996 1.6571  0.245
O1 -5.0812 -1.6066 0.6146  -0.595
C12 -5.1528 -3.0049 -0.0757  0.045
C13 -5.6889 -2.8034 -1.5023  -0.612
H3 -4.7439 -2.3560 -2.3191  0.186
H4 -6.4779 -1.9669 -1.5486  0.244
H5 -6.0818 -3.7212 -1.9895  0.218
C14 -4.1115 -3.6836 0.2128  -0.614
H6 -3.1691 -3.4044 -0.5368  0.194
H7 -3.7147 -3.6838 1.2625  0.260
H8 -4.3007 -4.6274 -0.4080  0.237
H9 -5.9402 -3.2253 0.4500  0.200
H10 -3.0730 -1.8041 -1.5375  0.235
H11 -1.4166 0.2846 -1.8858  0.210
H12 -1.5266 3.1190 -1.0228  0.260
S1 -0.6817 3.3263 1.1628  0.313
C15 0.4529 2.3629 1.9127  -0.643
C16 0.0240 0.7651 1.8021  0.698
O2 -0.4818 0.2589 2.8482  -0.609
N3 0.4911 -0.0103 0.8066  -0.627
H13 0.2554 -0.9361 0.7989  0.412
H14 1.4752 2.5964 1.5655  0.214
H15 0.4557 2.6051 2.8234  0.227
C17 2.9814 -0.4923 -0.6672  -0.077
C18 2.4125 -1.8798 -1.1241  -0.435
H16 1.5383 -2.0065 -0.3083  0.162
C19 3.6565 -2.9965 -0.7868  0.007
H17 4.1849 -2.7092 -1.5016  0.143
O3 4.0621 -2.8467 0.3554  -0.465
C20 4.6596 -1.6668 0.6631  0.278
C21 5.8649 -1.1742 -0.2606  -0.593
H18 6.6275 -0.4213 0.1948  0.247
H19 5.8255 -1.1661 -1.1931  0.170
H20 6.7778 -2.2313 -0.0829  0.152
C22 5.1119 -1.5183 2.0141  -0.639
H21 5.7226 -2.2986 2.3065  0.226
H22 5.4799 -0.6037 2.4238  0.234
H23 4.2400 -1.8548 2.6514  0.223
C23 3.8364 -0.3606 0.3423  -0.403
H24 2.9527 -0.6221 1.3122  0.146
H25 4.2345 0.4873 0.6806  0.243
H26 3.2477 -3.8498 -0.7874  0.180
H27 1.9838 -2.0886 -2.2091  0.241
H28 3.6289 -0.2851 -1.6690  0.200
H29 1.5784 3.2774 -3.8064  0.234
H30 0.8913 4.1719 -2.3145  0.243
H31 -0.1385 2.9842 -3.6655  0.239

The following is a DFT calculation (ωB97M-V/def2-TZVPD) of the molecule C23H31N3O3S in a non-equilibrium geometry.

For the HOMO-LUMO gap, the calculation gives 7.978 eV. The molar mass comes out at 429.6 g/mol. Its SMILES is COc1c(C)cc(C(=O)[C@@H]2CCCN(Cc3cnc(N4CCOCC4)s3)C2)cc1C. The value obtained for the energy above the lowest of the compared OMol25 structures with the same formula, charge and spin is 2.413 eV. The lowest unoccupied orbital energy is 0.4 eV. Its electronic energy is -45801.634 eV.

Last column: natural (NBO) charge in e.
Element x y z (Å)
C1 -2.4210 3.5788 -2.2291  -0.241
O1 -3.0031 3.2001 -1.0019  -0.547
C2 -2.3824 2.1323 -0.3705  0.355
C3 -2.8367 0.8330 -0.6181  -0.073
C4 -3.9369 0.5854 -1.6067  -0.638
C5 -2.2696 -0.2245 0.0737  -0.203
C6 -1.2419 -0.0154 0.9890  -0.087
C7 -0.5986 -1.0891 1.7914  0.588
O2 0.4426 -0.8804 2.3772  -0.558
C8 -1.3308 -2.4192 1.8979  -0.342
C9 -1.0728 -3.0833 3.2649  -0.398
C10 -0.1945 -4.3273 3.1463  -0.404
C11 0.9262 -4.0526 2.1558  -0.225
N1 0.3639 -3.9878 0.8190  -0.455
C12 1.3144 -3.6160 -0.2112  -0.239
C13 1.7345 -2.1810 -0.2228  -0.270
C14 2.7064 -1.5592 0.4877  -0.010
N2 2.8347 -0.2212 0.3066  -0.524
C15 1.9631 0.2368 -0.5231  0.289
N3 1.7891 1.5494 -0.8139  -0.441
C16 1.1499 1.9456 -2.0487  -0.240
C17 2.2035 2.0646 -3.1580  -0.084
O3 3.2137 2.9753 -2.7883  -0.525
C18 3.8584 2.5777 -1.5952  -0.085
C19 2.8586 2.4577 -0.4399  -0.250
S1 0.8960 -0.9968 -1.2032  0.305
C20 -0.9451 -3.3758 0.7394  -0.207
C21 -0.7952 1.2867 1.2056  -0.180
C22 -1.3601 2.3680 0.5523  -0.069
C23 -0.8992 3.7635 0.8474  -0.637
H1 -3.0725 4.3428 -2.6505  0.198
H2 -1.4190 3.9983 -2.0868  0.168
H3 -2.3542 2.7338 -2.9224  0.170
H4 -4.5356 1.4832 -1.7373  0.231
H5 -4.5786 -0.2245 -1.2679  0.219
H6 -3.5203 0.3014 -2.5740  0.217
H7 -2.6382 -1.2182 -0.1292  0.208
H8 -2.3991 -2.2130 1.7923  0.224
H9 -2.0216 -3.3426 3.7372  0.208
H10 -0.5638 -2.3601 3.9058  0.226
H11 -0.7762 -5.1818 2.7965  0.199
H12 0.2231 -4.5777 4.1220  0.216
H13 1.6608 -4.8656 2.1636  0.192
H14 1.4365 -3.1207 2.4406  0.192
H15 2.2003 -4.2420 -0.0645  0.216
H16 0.8709 -3.8716 -1.1790  0.203
H17 3.3858 -2.0479 1.1625  0.209
H18 0.3770 1.2244 -2.3160  0.218
H19 0.6874 2.9236 -1.8870  0.201
H20 1.7635 2.4523 -4.0781  0.195
H21 2.6398 1.0720 -3.3514  0.169
H22 4.6081 3.3420 -1.3877  0.198
H23 4.3554 1.6070 -1.7415  0.173
H24 3.3442 2.0690 0.4536  0.250
H25 2.4133 3.4351 -0.2323  0.196
H26 -1.6921 -4.1825 0.7394  0.195
H27 -1.0316 -2.8477 -0.2138  0.202
H28 0.0029 1.4415 1.9168  0.235
H29 -0.6466 3.8621 1.9002  0.224
H30 -0.0078 4.0036 0.2677  0.213
H31 -1.6791 4.4787 0.5977  0.230

The following is a DFT calculation (ωB97M-V/def2-TZVPD) of a structure of composition C23H31N3P2Tb in a non-equilibrium geometry.

For the HOMO-LUMO gap (alpha / beta), the calculation gives 7.015 / 7.165 eV. The charge is +1. The molar mass comes out at 570.4 g/mol. Its spin multiplicity is 7. As for the expectation value of S²: 12.6060. The value obtained for the energy above the lowest of the compared OMol25 structures with the same formula, charge and spin is 2.432 eV. The lowest unoccupied orbital energy (alpha / beta) is -2.9 / -2.8 eV. Its electronic energy is -69828.234 eV.

Last column: Mulliken spin population.
Element x y z (Å)
C1 0.3130 2.7560 -3.4235  0.003
C2 -0.1850 2.3338 -2.1996  -0.002
C3 -1.4050 1.5825 -2.1630  -0.003
C4 -2.0207 1.1734 -3.4058  -0.001
C5 -1.4628 1.6276 -4.6295  0.001
C6 -0.3238 2.4108 -4.6299  -0.001
C7 -3.1130 0.3037 -3.3262  0.002
C8 -3.6128 -0.1330 -2.0954  0.002
C9 -2.9528 0.3429 -0.9009  0.002
C10 -3.3597 -0.1650 0.3771  -0.004
C11 -4.4045 -1.0758 0.4450  0.002
C12 -5.0726 -1.5074 -0.7160  -0.001
C13 -4.6885 -1.0497 -1.9633  0.000
H1 1.2245 3.3551 -3.4471  0.000
H2 -1.9586 1.3271 -5.5547  0.000
H3 0.0918 2.7647 -5.5710  0.000
H4 -3.5835 -0.0448 -4.2427  0.000
H5 -4.7106 -1.4599 1.4193  0.000
H6 -5.8999 -2.2085 -0.6246  0.000
H7 -5.1813 -1.3866 -2.8779  0.000
N1 -1.8836 1.1582 -0.9774  0.000
Tb1 0.9208 -1.4874 -0.0620  6.293
C14 0.5397 2.5899 -0.9007  0.001
H8 -0.1917 2.7028 -0.0891  0.000
H9 1.1922 3.4715 -0.9780  0.000
C15 -2.5953 0.2807 1.6032  -0.001
H10 -2.2807 1.3280 1.4792  0.001
H11 -3.2017 0.1420 2.5100  0.002
P1 1.5945 1.1616 -0.3878  -0.021
P2 -1.0129 -0.6581 1.8203  0.020
C16 -1.6577 -2.2442 2.4646  -0.003
H12 -0.8381 -2.9121 2.7552  0.001
H13 -2.3067 -2.0642 3.3302  -0.001
H14 -2.2282 -2.7405 1.6708  0.000
C17 -0.3937 0.1733 3.3292  -0.001
H15 -1.1632 0.1409 4.1153  0.000
H16 0.5191 -0.3128 3.6895  -0.001
H17 -0.1501 1.2165 3.0824  0.001
C18 2.8768 1.2329 -1.6966  -0.023
H18 3.2466 2.2625 -1.8003  -0.001
H19 3.7038 0.5579 -1.4566  0.006
H20 2.4334 0.8890 -2.6367  0.008
C19 2.4904 1.8950 1.0252  0.003
H21 3.2394 1.1942 1.4131  0.000
H22 2.9908 2.8163 0.6900  0.000
H23 1.7816 2.1200 1.8318  -0.001
H24 -0.4048 -1.1885 -1.4694  -0.075
H25 1.9969 -1.7305 -1.6478  -0.182
C20 4.4037 -1.3757 0.6095  0.003
C21 3.5800 -1.7944 1.7715  -0.009
N2 2.2541 -1.9950 1.8666  -0.005
C22 2.0108 -2.3625 3.2084  0.000
C23 3.1940 -2.4024 3.8745  0.001
N3 4.1641 -2.0310 2.9509  0.001
H26 4.8916 -0.4158 0.8410  -0.001
H27 5.1876 -2.1287 0.4291  0.000
H28 3.8079 -1.2898 -0.3127  -0.013
H29 1.0111 -2.5477 3.5719  -0.002
H30 3.4252 -2.6651 4.8913  0.000
H31 5.1583 -1.9338 3.1202  0.001